The following is a DFT calculation (ωB97M-V with the def2-TZVPD basis set) of 14 unconnected molecules or ions with the total composition C72H180N14O3 in a non-equilibrium geometry.

As for the HOMO-LUMO gap: 7.9 eV. The LUMO energy comes out at 0.219 eV. The HOMO energy is -0.2832 Ha. As for the total energy: -3843.43730 hartree.

XYZ file:
```
269
Properties=species:S:1:pos:R:3:forces:R:3
O -3.466 -4.109 1.610 1.139 -0.906 1.187
C -4.063 -3.478 0.782 0.614 0.294 -1.273
N -5.317 -3.101 0.971 -1.193 0.461 0.148
C -3.492 -3.129 -0.577 -0.259 -0.768 -0.150
H -5.780 -3.373 1.815 -0.155 0.069 0.222
H -5.802 -2.595 0.264 -0.369 0.200 -0.152
H -4.269 -3.361 -1.313 0.138 0.361 -0.131
H -2.674 -3.815 -0.779 0.214 0.153 0.079
H -3.158 -2.102 -0.668 -0.039 0.168 0.052
O 3.028 0.866 3.092 0.325 0.818 -1.040
C 3.443 1.610 2.199 -0.834 -0.333 0.323
N 2.633 2.011 1.152 0.265 -0.564 1.613
C 4.835 2.194 2.222 0.171 -0.630 -0.455
H 2.988 2.429 0.319 0.113 0.168 -0.167
H 1.690 1.635 1.194 0.149 -0.169 -0.587
H 5.421 1.715 2.998 -0.138 0.102 0.302
H 4.775 3.268 2.373 0.154 0.083 -0.074
H 5.351 1.947 1.285 -0.160 0.399 -0.004
O -1.080 -2.359 4.561 0.580 2.659 -0.819
C -1.358 -3.476 4.870 -0.364 -1.481 0.118
N -1.700 -4.400 3.969 -0.739 -1.650 -1.342
C -1.327 -3.897 6.282 -0.609 0.155 1.017
H -2.062 -5.308 4.204 0.170 0.041 0.642
H -1.937 -4.207 3.004 0.172 0.726 0.137
H -1.231 -4.962 6.460 0.256 -0.107 -0.061
H -2.284 -3.591 6.725 0.126 0.017 -0.008
H -0.550 -3.304 6.753 0.114 -0.202 0.313
C -3.205 3.101 -4.029 0.696 -0.468 -0.633
C -4.018 2.334 -5.080 0.469 0.170 0.910
N -5.379 2.823 -5.098 -0.557 0.040 0.113
C -5.544 4.156 -5.648 -0.162 -0.055 0.013
C -5.108 4.330 -7.091 0.211 1.021 -0.261
C -6.266 1.852 -5.718 0.765 -0.367 -0.641
C -6.657 0.755 -4.760 0.054 -0.724 -0.449
H -2.173 2.725 -4.047 -0.084 0.272 -0.090
H -3.541 2.954 -3.003 -0.434 0.114 -0.105
H -3.200 4.154 -4.303 0.180 0.114 0.346
H -3.501 2.376 -6.059 -0.246 0.083 0.101
H -3.999 1.279 -4.799 -0.253 0.035 -0.160
H -5.027 4.884 -5.022 -0.004 -0.007 0.074
H -6.611 4.374 -5.573 0.019 0.148 0.047
H -4.022 4.285 -7.217 -0.083 -0.477 -0.020
H -5.333 5.359 -7.407 -0.222 -0.199 0.022
H -5.632 3.657 -7.765 0.180 -0.142 -0.082
H -7.174 2.291 -6.132 0.119 0.379 0.055
H -5.708 1.416 -6.571 -0.401 -0.115 -0.008
H -6.896 -0.145 -5.341 -0.171 0.041 0.149
H -5.811 0.484 -4.130 -0.153 0.086 0.252
H -7.533 1.030 -4.183 0.068 0.021 0.346
C 4.485 -6.759 1.127 0.943 -0.464 -0.600
C 3.373 -5.772 1.180 0.520 1.092 0.272
N 2.205 -6.254 1.846 -0.860 0.176 0.021
C 1.739 -7.512 1.309 -1.016 -0.908 0.691
C 1.397 -7.618 -0.184 -0.017 -0.144 0.118
C 1.125 -5.229 1.865 1.151 -0.500 -0.305
C 1.395 -4.167 2.908 -0.344 0.442 -0.838
H 4.307 -7.534 0.378 0.113 -0.058 0.046
H 4.706 -7.246 2.074 -0.218 0.070 0.181
H 5.384 -6.207 0.836 0.046 -0.253 -0.101
H 3.776 -4.920 1.737 -0.297 0.105 0.032
H 3.189 -5.371 0.159 -0.197 -0.209 0.060
H 2.384 -8.345 1.622 0.401 0.358 -0.394
H 0.844 -7.767 1.903 -0.030 0.226 -0.351
H 0.906 -8.581 -0.351 0.151 0.026 -0.049
H 0.689 -6.859 -0.530 0.138 0.110 0.161
H 2.286 -7.575 -0.817 -0.054 0.034 0.006
H 0.199 -5.772 2.048 -0.178 0.259 -0.068
H 1.128 -4.737 0.876 -0.517 -0.205 0.120
H 1.423 -4.609 3.897 0.252 0.172 0.176
H 0.621 -3.395 2.851 -0.122 -0.175 0.271
H 2.300 -3.631 2.611 0.235 -0.176 0.547
C -3.665 -3.245 -6.982 -0.330 -0.299 0.351
C -3.885 -1.843 -6.491 -1.088 1.000 0.450
N -2.713 -1.005 -6.428 -0.172 0.278 0.855
C -1.787 -1.390 -5.374 -0.799 0.448 0.790
C -2.286 -0.970 -3.969 -0.527 0.302 -0.498
C -2.048 -0.742 -7.669 0.771 -0.863 -0.387
C -2.945 -0.223 -8.772 0.039 -0.619 0.479
H -3.058 -3.793 -6.265 0.302 -0.115 -0.148
H -3.184 -3.214 -7.952 0.022 -0.358 -0.217
H -4.614 -3.783 -7.014 0.026 0.038 -0.328
H -4.653 -1.301 -7.058 0.212 -0.269 -0.396
H -4.370 -1.828 -5.507 0.344 -0.283 0.108
H -1.628 -2.482 -5.323 0.393 0.229 -0.309
H -0.862 -0.844 -5.577 0.169 -0.407 0.146
H -1.561 -1.324 -3.233 -0.185 0.198 0.221
H -2.477 0.109 -3.896 0.785 -0.050 -0.049
H -3.297 -1.332 -3.730 0.393 -0.621 -0.078
H -1.520 -1.650 -8.044 -0.184 0.120 -0.031
H -1.237 -0.068 -7.421 -0.016 0.366 -0.279
H -3.425 0.701 -8.461 0.012 0.216 -0.282
H -3.716 -0.975 -8.954 -0.105 0.165 -0.176
H -2.355 -0.152 -9.680 -0.082 0.438 -0.143
C -0.253 2.244 -6.279 -0.717 -0.122 1.593
C 0.873 3.246 -6.294 -0.573 -0.139 -0.251
N 2.155 2.569 -6.246 0.327 0.771 0.055
C 2.271 1.915 -4.977 -0.518 -1.299 1.314
C 3.572 1.155 -4.713 -0.345 0.701 -0.290
C 3.261 3.510 -6.420 1.521 -1.111 0.819
C 3.173 4.260 -7.676 -1.322 1.622 -1.880
H -0.065 1.397 -6.922 -0.064 0.014 -0.407
H -1.239 2.698 -6.404 0.172 0.056 -0.692
H -0.366 1.857 -5.253 0.163 -0.227 -0.264
H 0.788 3.821 -7.208 0.171 0.200 -0.073
H 0.719 3.914 -5.428 0.241 0.212 -0.119
H 1.972 2.564 -4.128 0.551 0.398 -0.109
H 1.490 1.145 -4.886 0.148 0.047 -0.394
H 4.454 1.796 -4.656 -0.063 -0.052 -0.034
H 3.465 0.649 -3.754 0.123 -0.278 -0.107
H 3.677 0.460 -5.549 0.315 -0.234 0.265
H 4.185 2.921 -6.523 -0.269 -0.155 0.241
H 3.458 4.119 -5.514 -0.443 0.183 -0.237
H 2.427 5.071 -7.652 0.126 -0.141 0.163
H 2.804 3.598 -8.468 0.231 -0.063 0.057
H 4.063 4.757 -8.064 0.324 -0.345 0.460
C 2.825 -6.140 -3.277 0.132 0.310 -0.203
C 2.928 -5.381 -4.597 -1.245 -0.357 0.092
N 3.808 -4.253 -4.560 0.582 -0.175 0.453
C 4.394 -3.954 -5.832 0.521 0.723 -0.469
C 5.722 -3.198 -5.699 0.248 -0.823 -1.090
C 3.335 -3.095 -3.845 -0.613 0.700 1.275
C 2.189 -2.294 -4.486 -0.650 -0.074 -0.163
H 3.736 -6.717 -3.123 -0.071 -0.075 0.204
H 1.949 -6.787 -3.304 0.096 -0.185 0.081
H 2.698 -5.447 -2.443 0.011 -0.089 0.036
H 3.283 -6.061 -5.369 0.069 -0.064 -0.006
H 1.891 -5.119 -4.906 0.271 0.123 -0.022
H 3.685 -3.400 -6.473 0.191 0.023 -0.073
H 4.624 -4.878 -6.364 -0.165 -0.112 0.104
H 6.498 -3.900 -5.378 -0.193 0.210 0.608
H 5.675 -2.318 -5.071 0.093 0.139 0.069
H 6.080 -2.953 -6.710 -0.295 0.452 0.194
H 2.943 -3.380 -2.852 0.133 -0.398 -0.357
H 4.154 -2.438 -3.519 0.092 -0.093 -0.668
H 1.968 -1.354 -3.965 0.354 -0.111 0.075
H 2.321 -2.049 -5.542 0.198 0.009 0.074
H 1.249 -2.861 -4.417 0.192 -0.022 -0.118
C -0.934 5.343 2.895 -1.171 0.527 0.102
C -1.192 6.755 2.291 0.572 0.835 1.869
N -1.482 6.901 0.919 -0.785 0.697 -0.770
C -2.723 6.299 0.458 0.296 -0.901 0.329
C -3.991 6.958 1.021 0.402 0.072 -0.824
C -0.316 6.827 0.080 0.509 -0.794 1.052
C -0.608 7.135 -1.335 -0.191 -0.491 -1.499
H -0.706 4.583 2.148 0.225 0.036 0.003
H -1.851 5.035 3.419 0.115 -0.213 -0.284
H -0.196 5.370 3.686 0.396 0.031 -0.207
H -1.952 7.287 2.880 -0.312 -0.555 -0.056
H -0.355 7.433 2.530 0.223 -0.493 -0.363
H -2.769 6.337 -0.630 0.049 0.130 0.060
H -2.729 5.203 0.687 -0.096 0.412 0.052
H -4.236 7.830 0.408 -0.073 -0.062 0.024
H -4.798 6.229 0.931 -0.153 0.218 0.298
H -3.871 7.337 2.028 -0.077 -0.332 0.298
H 0.167 5.825 0.182 -0.031 0.245 -0.289
H 0.424 7.527 0.481 -0.133 0.074 0.031
H -1.390 7.886 -1.450 0.212 0.246 0.070
H -0.959 6.243 -1.864 -0.111 0.038 -0.002
H 0.292 7.424 -1.871 0.084 0.281 -0.007
C 7.240 0.668 -3.746 0.067 -0.446 -0.625
C 7.910 -0.069 -2.588 -0.300 -0.401 0.180
N 6.942 -0.745 -1.704 0.652 0.179 -0.173
C 5.942 0.151 -1.153 0.820 0.347 -0.062
C 4.775 -0.636 -0.604 -0.159 0.745 0.627
C 7.634 -1.523 -0.656 -0.277 -0.403 -0.862
C 8.380 -0.765 0.434 -0.720 -0.574 1.240
H 7.837 0.610 -4.666 0.268 0.236 0.370
H 7.036 1.716 -3.537 -0.103 0.011 0.015
H 6.322 0.158 -4.056 -0.116 0.107 0.380
H 8.517 -0.889 -2.983 0.179 0.212 -0.021
H 8.571 0.612 -2.024 -0.030 -0.031 -0.144
H 6.422 0.790 -0.385 -0.359 -0.035 0.056
H 5.651 0.858 -1.926 -0.252 -0.183 -0.204
H 3.846 -0.080 -0.727 -0.042 -0.071 -0.075
H 4.711 -1.594 -1.108 -0.123 -0.171 0.029
H 4.901 -0.747 0.477 -0.125 -0.444 -0.062
H 8.347 -2.177 -1.174 -0.001 0.168 -0.016
H 6.902 -2.238 -0.264 0.029 0.350 0.350
H 9.319 -0.339 0.108 0.118 0.158 -0.019
H 8.550 -1.465 1.269 0.474 -0.035 -0.471
H 7.772 -0.030 0.973 0.042 0.293 -0.553
C -4.429 2.955 2.703 0.156 0.130 -0.993
C -4.520 1.516 3.176 0.531 0.573 -0.349
N -5.474 1.401 4.243 -0.059 -0.495 0.974
C -6.815 1.243 3.707 -0.453 -0.126 0.702
C -7.910 1.133 4.787 -0.457 0.382 -1.135
C -5.080 0.398 5.258 0.664 0.366 -0.711
C -4.996 -1.028 4.694 -1.461 -0.187 1.184
H -3.858 3.046 1.768 0.038 -0.184 0.153
H -3.893 3.542 3.445 -0.298 0.219 0.129
H -5.407 3.378 2.465 0.002 0.138 0.311
H -4.760 0.825 2.352 0.152 0.020 -0.071
H -3.511 1.301 3.532 -0.122 -0.498 0.151
H -7.021 2.126 3.099 -0.037 -0.115 -0.068
H -6.915 0.354 3.047 0.175 0.191 0.038
H -7.878 0.192 5.326 0.123 0.017 0.266
H -7.951 2.000 5.444 0.384 -0.136 0.252
H -8.875 1.161 4.257 0.198 -0.184 0.123
H -5.733 0.527 6.119 -0.236 -0.446 -0.081
H -4.088 0.676 5.641 -0.142 0.125 -0.233
H -4.301 -1.147 3.874 0.170 0.042 -0.091
H -6.016 -1.323 4.400 0.298 0.011 -0.400
H -4.782 -1.739 5.500 0.433 0.125 -0.156
C -0.776 0.464 2.658 0.736 -0.907 -0.698
C -0.017 -0.566 1.799 -1.211 -1.010 -0.887
N 0.423 -0.114 0.451 -0.175 0.126 -0.363
C 1.298 -1.128 -0.178 0.286 -0.445 1.477
C 0.625 -2.462 -0.543 -0.033 0.202 -0.746
C -0.681 0.299 -0.444 1.413 0.759 0.213
C -0.087 0.994 -1.685 -0.487 0.066 -0.098
H -0.841 -0.003 3.641 0.000 0.397 0.123
H -1.794 0.598 2.299 0.036 0.262 -0.125
H -0.201 1.391 2.649 -0.242 0.190 0.364
H 0.814 -1.008 2.352 0.310 0.509 -0.126
H -0.692 -1.443 1.642 0.072 0.381 0.303
H 2.057 -1.257 0.612 -0.034 -0.452 -0.318
H 1.887 -0.804 -1.038 -0.494 0.549 -0.052
H 0.041 -2.909 0.258 -0.029 0.089 0.112
H 1.352 -3.210 -0.878 0.127 0.168 0.192
H -0.031 -2.319 -1.417 -0.024 -0.013 0.267
H -1.341 -0.538 -0.718 -0.112 0.218 0.092
H -1.213 1.111 0.061 -0.388 -0.488 0.177
H 0.627 1.769 -1.401 0.055 -0.120 0.255
H 0.425 0.327 -2.383 -0.210 -0.036 -0.004
H -0.897 1.532 -2.197 0.155 -0.304 -0.192
C -3.711 3.801 6.430 0.355 0.408 -0.004
C -2.564 2.854 6.765 -0.168 -0.166 0.143
N -1.405 3.581 7.316 -1.307 -0.394 0.359
C -1.528 3.724 8.745 0.843 0.479 1.151
C -0.853 5.012 9.271 -0.930 -0.387 0.203
C -0.145 2.964 6.967 0.227 0.998 -0.935
C 0.170 3.402 5.540 1.344 -1.272 -0.464
H -4.028 4.365 7.314 0.052 -0.137 0.012
H -4.588 3.299 6.017 0.130 -0.094 -0.077
H -3.328 4.544 5.724 -0.222 -0.043 -0.082
H -2.958 2.081 7.461 0.433 0.146 -0.081
H -2.232 2.314 5.872 -0.146 0.102 -0.001
H -2.560 3.758 9.098 -0.118 -0.141 -0.381
H -1.051 2.866 9.262 -0.224 0.015 -0.131
H 0.096 5.209 8.787 0.150 0.041 0.043
H -1.537 5.851 9.121 0.231 0.098 -0.260
H -0.741 4.923 10.355 0.306 0.035 -0.082
H -0.144 1.872 7.106 0.046 0.099 -0.034
H 0.636 3.422 7.575 -0.034 -0.335 0.328
H 0.501 4.436 5.476 -0.517 0.208 0.229
H -0.641 3.183 4.848 -0.105 0.272 -0.009
H 1.042 2.844 5.151 -0.278 -0.068 0.120
C 1.223 -0.507 6.006 0.039 -0.290 -0.015
C 1.967 -1.839 6.079 0.176 0.198 -0.232
N 2.103 -2.323 7.461 -0.544 -0.390 -0.217
C 2.697 -1.348 8.352 1.517 0.291 -0.111
C 4.183 -0.968 8.022 -0.557 0.271 0.647
C 2.719 -3.657 7.575 -1.215 0.596 0.174
C 1.752 -4.762 7.147 1.232 -0.345 -0.629
H 1.912 0.297 6.262 -0.317 0.317 -0.019
H 0.344 -0.526 6.655 0.199 0.050 0.276
H 0.802 -0.356 5.014 0.410 0.102 -0.145
H 1.403 -2.516 5.432 0.064 -0.397 0.473
H 2.960 -1.733 5.585 -0.263 0.005 0.174
H 2.117 -0.427 8.360 -0.211 -0.134 0.076
H 2.747 -1.754 9.368 -0.462 -0.008 -0.088
H 4.533 -0.205 8.730 -0.202 -0.052 -0.007
H 4.831 -1.828 8.203 0.055 0.012 -0.507
H 4.291 -0.518 7.035 0.124 -0.378 -0.094
H 2.858 -3.830 8.647 0.737 0.178 -0.146
H 3.644 -3.676 6.978 0.073 -0.366 0.356
H 0.930 -4.932 7.830 -0.220 0.390 0.048
H 2.319 -5.704 7.117 -0.110 0.095 -0.089
H 1.427 -4.556 6.129 -0.359 -0.213 0.072
```
Forces are in eV/Å.

---

The following is a DFT calculation (ωB97M-V with the def2-TZVPD basis set) of a molecular structure, C5H12N2O in a non-equilibrium geometry.

As for the HOMO-LUMO gap: 9.5 eV. The LUMO energy comes out at 0.631 eV. The HOMO energy is -0.3251 Ha. As for the total energy: -382.25223 hartree.

XYZ file:
```
20
Properties=species:S:1:pos:R:3:forces:R:3
O 0.035 -0.057 2.151 0.671 -0.481 -2.358
C 0.098 -0.120 0.918 -2.187 0.559 -0.164
N -1.136 -0.057 0.162 -0.360 -0.254 1.226
C -1.397 0.398 -1.199 2.436 -0.892 -0.764
C -2.442 -0.360 0.834 0.444 0.949 0.134
C 1.478 -0.231 0.134 1.079 -2.885 4.555
C 2.287 1.029 0.348 -3.050 0.151 -0.445
N 1.850 -1.322 -1.215 0.048 4.027 -2.093
H -1.975 1.367 -1.240 0.607 -1.184 -0.078
H -1.779 -0.449 -1.845 -0.433 1.066 0.847
H -0.370 0.468 -1.646 -0.922 0.892 -0.068
H -2.179 -0.900 1.758 -0.526 -0.026 -0.469
H -3.030 0.607 1.172 1.093 -1.801 -0.943
H -3.011 -0.972 0.054 0.405 0.800 1.465
H 1.076 -0.382 -1.027 0.553 -1.939 -2.142
H 3.036 1.197 -0.324 2.901 -0.403 -1.146
H 2.416 1.256 1.381 0.716 -0.256 0.679
H 1.654 1.822 -0.002 -0.838 0.839 0.027
H 1.368 -2.143 -0.981 -1.433 -1.326 0.974
H 2.022 -1.150 0.565 -1.204 2.165 0.762
```
Forces are in eV/Å.